No. 1
Density functional theory data (the ωB97M-V functional and the def2-TZVPD basis) for C6H7Li4O7 as an isolated structure at a distorted geometry.

Cartesian coordinates (Å):
O1 -24.24 -18.49 -7.14
O2 -22.86 -15.59 -10.40
O3 -27.56 -16.76 -12.07
O4 -27.02 -17.48 -7.45
O5 -24.83 -15.67 -13.12
O6 -24.84 -18.41 -12.03
O7 -25.47 -14.47 -10.60
C1 -26.22 -15.84 -8.86
C2 -23.71 -15.94 -9.62
C3 -25.96 -16.87 -8.03
C4 -23.49 -16.94 -8.53
C5 -25.17 -15.29 -9.69
C6 -24.53 -17.47 -7.86
Li1 -26.75 -18.39 -12.98
Li2 -25.39 -16.41 -14.86
Li3 -23.29 -14.99 -12.19
Li4 -25.63 -14.02 -12.51
H1 -24.14 -18.85 -11.55
H2 -26.93 -16.46 -11.42
H3 -25.09 -16.44 -12.57
H4 -27.23 -15.51 -9.04
H5 -28.38 -16.34 -11.82
H6 -22.47 -17.31 -8.51
H7 -24.53 -17.51 -12.14

The energy above the lowest of the compared OMol25 structures with the same formula, charge and spin comes out at 0.000 eV. Its total charge is +1. The LUMO energy comes out at -6.56 eV. The calculation puts the HOMO-LUMO gap at 2.39 eV. The HOMO energy is -8.958 eV.

No. 2
Density functional theory data (the ωB97M-V functional and the def2-TZVPD basis) for one molecule with the formula C6H7N at a distorted geometry.

Cartesian coordinates (Å):
N1 -0.50 2.58 -1.66
C1 -0.73 0.78 0.17
C2 -0.27 -0.80 -0.43
C3 -0.71 1.78 -0.84
C4 1.08 -1.08 0.05
C5 1.84 -0.08 0.52
C6 -1.53 -0.45 0.29
H1 -1.68 -0.81 1.29
H2 2.78 -0.26 1.02
H3 1.52 -2.07 -0.10
H4 1.55 0.95 0.35
H5 -0.40 1.19 1.15
H6 -0.49 -1.30 -1.39
H7 -2.38 -0.48 -0.37

The energy above the lowest of the compared OMol25 structures with the same formula, charge and spin comes out at 3.482 eV. Its total charge is 0. The LUMO energy comes out at 0.68 eV. The calculation puts the HOMO-LUMO gap at 9.81 eV. The HOMO energy is -9.128 eV. As for the SMILES: C=C[C@H]1C[C@@H]1C#N.

No. 3
Density functional theory data (the ωB97M-V functional and the def2-TZVPD basis) for one molecule with the formula C6H7N at a distorted geometry.

Cartesian coordinates (Å):
N1 -2.38 -0.54 -0.26
C1 -1.24 -0.72 0.22
C2 -0.08 -1.16 0.42
C3 2.38 -0.66 0.51
C4 2.71 0.31 -0.59
C5 -3.28 0.57 0.09
C6 1.14 -1.00 0.67
H1 3.62 0.94 -0.26
H2 -4.37 0.27 0.23
H3 3.01 -0.22 -1.48
H4 3.05 -0.78 1.38
H5 -2.90 1.11 0.93
H6 1.76 0.76 -0.92
H7 -3.42 1.12 -0.92

The energy above the lowest of the compared OMol25 structures with the same formula, charge and spin comes out at 4.672 eV. Its total charge is 0. The LUMO energy comes out at 0.23 eV. The calculation puts the HOMO-LUMO gap at 8.25 eV. The HOMO energy is -8.015 eV. As for the SMILES: CC=C=C=C=NC.

No. 4
Density functional theory data (the ωB97M-V functional and the def2-TZVPD basis) for one molecule with the formula C6H7N at a distorted geometry.

Cartesian coordinates (Å):
N1 2.75 1.08 0.04
C1 0.47 0.33 -1.02
C2 1.75 0.74 -0.45
C3 0.30 -0.57 1.23
C4 -1.85 -0.16 -0.05
C5 1.22 -0.28 1.95
C6 -0.39 -0.61 -0.07
H1 2.18 0.15 2.19
H2 -1.94 0.85 0.36
H3 -0.09 1.24 -1.24
H4 0.68 -0.17 -1.97
H5 -0.34 -1.62 -0.47
H6 -2.27 -0.15 -1.07
H7 -2.46 -0.83 0.56

The energy above the lowest of the compared OMol25 structures with the same formula, charge and spin comes out at 2.996 eV. Its total charge is 0. The LUMO energy comes out at 0.78 eV. The calculation puts the HOMO-LUMO gap at 10.79 eV. The HOMO energy is -10.004 eV. As for the SMILES: C#C[C@@H](C)CC#N.

No. 5
Density functional theory data (the ωB97M-V functional and the def2-TZVPD basis) for one molecule with the formula C6H7N at a distorted geometry.

Cartesian coordinates (Å):
N1 0.45 -4.51 -1.78
C1 0.23 1.21 -0.19
C2 1.57 -2.32 -2.18
C3 1.09 -0.96 -1.33
C4 0.16 -0.23 -0.32
C5 -0.55 -1.08 0.69
C6 0.88 -3.42 -1.88
H1 1.08 1.66 -0.53
H2 -1.73 -0.81 0.79
H3 1.70 -0.28 -1.77
H4 -0.66 -2.13 0.51
H5 0.10 1.48 0.88
H6 -0.57 1.45 -0.96
H7 -0.06 -0.99 1.78

The energy above the lowest of the compared OMol25 structures with the same formula, charge and spin comes out at 7.227 eV. Its total charge is 0. The LUMO energy comes out at -2.05 eV. The calculation puts the HOMO-LUMO gap at 7.13 eV. The HOMO energy is -9.179 eV.

No. 6
Density functional theory data (the ωB97M-V functional and the def2-TZVPD basis) for one molecule with the formula C6H7N at a distorted geometry.

Cartesian coordinates (Å):
N1 -0.19 -0.69 1.08
C1 -1.26 -0.96 0.07
C2 1.95 -0.06 -0.23
C3 -1.63 0.60 0.07
C4 -0.68 -0.02 -0.91
C5 0.50 0.15 0.07
C6 -0.49 0.74 1.07
H1 2.09 -1.03 -0.73
H2 2.32 0.71 -0.91
H3 2.53 -0.08 0.69
H4 -0.47 1.33 1.99
H5 -1.47 -2.02 -0.12
H6 -2.39 1.36 -0.16
H7 -0.81 -0.03 -1.98

The energy above the lowest of the compared OMol25 structures with the same formula, charge and spin comes out at 5.575 eV. Its total charge is 0. The LUMO energy comes out at 1.18 eV. The calculation puts the HOMO-LUMO gap at 9.82 eV. The HOMO energy is -8.648 eV. As for the SMILES: C[C@@]12[C@@H]3[C@H]4[C@@H]3N1[C@H]42.

No. 7
Density functional theory data (the ωB97M-V functional and the def2-TZVPD basis) for a 2-piece molecular cluster, C6H7N overall at a distorted geometry.

Cartesian coordinates (Å):
N1 1.34 -0.59 2.66
C1 0.39 1.01 -0.33
C2 -1.39 -0.34 0.47
C3 -0.28 0.57 0.96
C4 -1.38 -0.36 -0.87
C5 -0.27 0.48 -1.36
C6 0.63 -0.08 1.91
H1 2.02 -1.51 -0.73
H2 -0.72 1.44 1.47
H3 -2.07 -0.90 -1.50
H4 -0.03 0.63 -2.41
H5 1.26 1.65 -0.35
H6 2.57 -1.13 -1.05
H7 -2.07 -0.86 1.14

The energy above the lowest of the compared OMol25 structures with the same formula, charge and spin comes out at 2.389 eV. Its total charge is 0. The LUMO energy comes out at 0.67 eV. The calculation puts the HOMO-LUMO gap at 10.00 eV. The HOMO energy is -9.334 eV. As for the SMILES: N#CC1C=CC=C1.[H][H].

No. 8
Density functional theory data (the ωB97M-V functional and the def2-TZVPD basis) for one molecule with the formula C6H7N at a distorted geometry.

Cartesian coordinates (Å):
N1 2.34 -0.26 2.15
C1 -0.56 -0.64 0.09
C2 0.79 1.34 0.77
C3 -1.23 -1.63 -0.78
C4 1.67 0.48 1.56
C5 -0.12 0.90 -1.67
C6 0.04 0.53 -0.30
H1 1.38 2.12 0.30
H2 0.30 1.92 -1.80
H3 0.09 1.83 1.46
H4 -0.53 -0.90 1.16
H5 -0.71 -2.59 -0.66
H6 -2.26 -1.79 -0.46
H7 -1.20 -1.31 -1.82

The energy above the lowest of the compared OMol25 structures with the same formula, charge and spin comes out at 4.579 eV. Its total charge is 0. The LUMO energy comes out at -1.19 eV. The calculation puts the HOMO-LUMO gap at 7.47 eV. The HOMO energy is -8.663 eV.

No. 9
Density functional theory data (the ωB97M-V functional and the def2-TZVPD basis) for C6H7N as an isolated structure at a distorted geometry.

Cartesian coordinates (Å):
N1 1.43 -1.09 -0.37
C1 1.99 0.77 0.33
C2 -0.50 0.93 -0.18
C3 -1.67 0.42 0.00
C4 2.41 -0.57 0.34
C5 0.89 0.34 -0.57
C6 -2.50 -0.75 0.12
H1 -2.80 -0.92 1.16
H2 -1.92 -1.63 -0.21
H3 -0.37 2.01 -0.13
H4 1.01 0.61 -1.63
H5 3.26 -1.10 0.73
H6 -3.39 -0.67 -0.50
H7 2.15 1.65 0.91

The energy above the lowest of the compared OMol25 structures with the same formula, charge and spin comes out at 8.054 eV. Its total charge is 0. The LUMO energy (spin up / spin down) comes out at -1.93 / -2.26 eV. The calculation puts the HOMO-LUMO gap (spin up / spin down) at 4.58 / 3.88 eV. The HOMO energy (spin up / spin down) is -6.517 / -6.133 eV.

No. 10
Density functional theory data (the ωB97M-V functional and the def2-TZVPD basis) for one molecule with the formula C6H7N.

Cartesian coordinates (Å):
N1 0.31 -1.43 -1.60
C1 -2.90 -0.47 0.02
C2 1.91 1.10 0.84
C3 1.11 -0.75 -1.01
C4 -0.55 0.35 0.48
C5 0.70 0.42 0.32
C6 -1.59 -0.34 -0.08
H1 -0.96 -1.00 -0.91
H2 2.63 0.37 1.23
H3 -3.48 0.10 0.74
H4 2.19 -0.65 -1.11
H5 2.41 1.66 0.04
H6 -3.44 -1.16 -0.62
H7 1.65 1.80 1.64

The energy above the lowest of the compared OMol25 structures with the same formula, charge and spin comes out at 5.038 eV. Its total charge is 0. The LUMO energy comes out at -0.13 eV. The calculation puts the HOMO-LUMO gap at 8.97 eV. The HOMO energy is -9.101 eV.